42
Properties=species:S:1:pos:R:3:nbo_charge:R:1 method="wB97M-V/def2-TZVPD" total_charge=+2 lumo_ev="-7.483 / -7.648" energy_ev=-44773.0231 multiplicity=2 gap_ev="7.9314 / 7.4633" max_force_ev_per_a=0.13 e_homo_ev="-15.4148 / -15.1117"
Re 0.67 -1.46 -0.29 0.916
O -2.36 -4.28 -0.80 -0.563
C -1.38 -3.57 -0.35 0.849
O -0.89 -2.61 -0.98 -0.601
C -0.84 -3.97 0.99 -0.172
O 0.25 -3.09 1.18 -0.569
C 0.94 -3.02 2.44 -0.181
C 1.94 -1.88 2.30 0.764
O 2.62 -1.48 3.17 -0.439
O 1.99 -1.38 1.01 -0.641
H -2.67 -3.99 -1.68 0.543
H -0.53 -5.02 0.97 0.265
H -1.61 -3.84 1.76 0.258
H 1.47 -3.95 2.64 0.253
H 0.25 -2.80 3.24 0.245
C 0.02 3.45 -2.93 -0.430
N 0.32 2.04 -2.65 -0.543
C 1.29 1.51 -1.94 0.412
S 1.46 -0.29 -2.00 0.070
N 2.23 2.13 -1.27 -0.533
C 2.47 3.58 -1.10 -0.431
H -0.74 3.47 -3.70 0.249
H 0.90 3.97 -3.30 0.232
H -0.37 3.95 -2.04 0.223
H -0.27 1.36 -3.12 0.431
H 2.91 1.53 -0.84 0.436
H 2.88 4.01 -2.01 0.233
H 3.21 3.68 -0.31 0.250
H 1.57 4.09 -0.79 0.224
C -1.47 -0.53 2.29 -1.138
Si -0.91 0.20 0.65 1.414
C -2.36 0.36 -0.52 -1.127
C -0.13 1.86 1.01 -1.133
H -2.23 0.14 2.72 0.276
H -0.66 -0.58 3.01 0.245
H -1.95 -1.51 2.20 0.220
H -3.03 1.14 -0.13 0.270
H -2.94 -0.55 -0.61 0.242
H -2.06 0.67 -1.52 0.233
H -0.78 2.37 1.73 0.271
H -0.09 2.49 0.12 0.223
H 0.86 1.79 1.46 0.256

***

43
Properties=species:S:1:pos:R:3:nbo_charge:R:1 method="wB97M-V/def2-TZVPD" total_charge=-2 lumo_ev="4.599 / 4.549" energy_ev=-33331.6323 multiplicity=3 gap_ev="3.9506 / 5.0577" max_force_ev_per_a=2.44 e_homo_ev="0.6486 / -0.5084"
Pt 1.32 10.48 22.50 1.208
C 0.30 10.56 25.00 0.945
O -0.25 10.54 26.12 -0.816
O 0.43 11.65 24.28 -0.889
O 0.88 9.51 24.45 -0.881
C -0.21 10.94 20.38 0.931
O 0.87 11.65 20.61 -0.884
O -1.17 11.37 19.70 -0.819
O -0.25 9.81 21.05 -0.871
C 1.33 15.24 24.63 -0.616
C 0.47 15.13 23.39 -0.082
C 0.65 16.42 22.60 -0.059
O -0.46 16.65 21.77 -0.532
C -0.30 17.77 20.95 -0.234
N 0.96 14.00 22.59 -0.878
H 1.48 14.26 25.10 0.244
H 0.97 15.95 25.39 0.188
H 2.34 15.59 24.38 0.179
H -0.60 15.04 23.62 0.184
H 1.57 16.30 22.01 0.170
H 0.78 17.26 23.30 0.130
H 0.56 17.62 20.28 0.159
H -0.09 18.65 21.57 0.141
H -1.21 17.91 20.37 0.181
H 0.23 13.61 21.99 0.404
H 1.10 13.24 23.27 0.407
C 5.68 10.98 22.09 -0.628
C 4.23 10.51 22.03 -0.085
C 4.08 9.08 22.59 -0.054
O 2.73 8.72 22.44 -0.550
C 2.40 7.38 22.74 -0.236
N 3.34 11.41 22.83 -0.823
H 6.32 10.15 21.75 0.192
H 6.02 11.33 23.07 0.203
H 5.85 11.78 21.38 0.211
H 3.82 10.48 21.02 0.233
H 4.38 9.03 23.64 0.167
H 4.68 8.43 21.94 0.154
H 3.02 6.70 22.14 0.138
H 1.34 7.29 22.56 0.238
H 2.62 7.18 23.80 0.174
H 3.62 11.41 23.80 0.367
H 3.41 12.37 22.50 0.393

***

37
Properties=species:S:1:pos:R:3:nbo_charge:R:1 method="wB97M-V/def2-TZVPD" total_charge=+1 lumo_ev=-4.397 energy_ev=-29182.2257 gap_ev=7.1723 max_force_ev_per_a=3.84 e_homo_ev=-11.5698
C -3.58 3.62 -3.07 -0.283
C -2.21 3.16 -2.68 -0.412
S -1.68 2.78 -0.88 0.742
C -0.58 4.24 -0.43 -0.580
C -0.15 4.31 1.15 -0.102
O -0.73 5.47 1.88 -0.712
C -0.73 1.16 -0.97 -0.566
C -0.04 0.83 0.48 0.087
C 0.83 -0.57 0.53 -0.673
O -1.16 0.79 1.47 -0.728
H -3.64 4.51 -3.84 0.265
H -4.55 3.14 -2.62 0.252
H -1.33 3.04 -3.47 0.262
H 0.36 4.27 -1.16 0.266
H -1.21 5.22 -0.69 0.305
H 1.03 4.45 1.18 0.205
H -0.38 3.31 1.72 0.216
H -0.69 5.19 2.86 0.492
H 0.03 1.25 -1.87 0.264
H -1.50 0.31 -1.28 0.272
H 0.72 1.70 0.71 0.197
H 1.84 -0.33 1.12 0.242
H 1.08 -1.01 -0.53 0.269
H 0.28 -1.40 1.17 0.238
H -2.00 0.46 0.99 0.475
C 3.02 -5.24 -0.01 -0.723
C 1.87 -4.27 -0.11 0.683
O 1.86 -3.36 -0.94 -0.657
N 0.82 -4.42 0.75 -0.615
C 0.65 -5.42 1.77 -0.414
H 3.77 -4.99 -0.76 0.251
H 3.47 -5.18 0.98 0.231
H 2.66 -6.26 -0.20 0.234
H 0.09 -3.73 0.62 0.392
H -0.26 -5.98 1.56 0.203
H 0.55 -4.91 2.73 0.199
H 1.50 -6.12 1.83 0.220

***

34
Properties=species:S:1:pos:R:3:nbo_charge:R:1 method="wB97M-V/def2-TZVPD" total_charge=0 lumo_ev="0.250 / 0.294" energy_ev=-20646.6467 gap_ev="8.0603 / 6.8582" max_force_ev_per_a=5.71 e_homo_ev="-7.8100 / -6.5639"
C 2.51 -0.49 -1.97 0.321
C -0.32 -2.94 0.47 -0.612
C -1.10 -2.14 -1.79 -0.616
C 1.58 1.47 1.81 -0.602
C 0.67 -0.60 2.58 -0.606
C 0.11 2.55 -1.48 -0.605
C -2.05 2.03 -0.15 -0.599
C -0.95 -1.76 -0.26 -0.687
C 0.31 0.62 1.78 -0.708
C -0.91 1.48 -0.99 -0.747
O 1.93 -0.91 -2.92 -0.513
Si -0.06 0.02 -0.05 1.465
H 3.54 -0.11 -2.04 0.117
H 0.77 -2.92 0.36 0.203
H -0.51 -3.04 1.47 0.207
H -0.54 -3.75 -0.18 0.211
H -1.01 -1.18 -2.40 0.219
H -1.99 -2.79 -1.99 0.214
H -0.26 -2.91 -1.99 0.210
H 1.98 1.38 2.80 0.203
H 2.35 0.82 1.22 0.206
H 1.57 2.42 1.46 0.205
H 0.80 -0.30 3.60 0.204
H 1.45 -1.10 2.19 0.205
H -0.08 -1.37 2.53 0.202
H -0.35 3.40 -2.06 0.209
H 0.59 2.89 -0.58 0.203
H 0.71 2.04 -2.30 0.221
H -2.87 2.30 -0.70 0.214
H -1.55 2.95 0.45 0.200
H -2.36 1.39 0.80 0.198
H -1.96 -1.60 0.16 0.212
H -0.67 1.12 2.10 0.223
H -1.31 1.04 -1.93 0.221

***

51
Properties=species:S:1:pos:R:3:nbo_charge:R:1 method="wB97M-V/def2-TZVPD" total_charge=-2 lumo_ev=4.549 energy_ev=-56093.8393 gap_ev=3.2012 max_force_ev_per_a=14.32 e_homo_ev=1.3473
Be -0.66 -0.11 -0.53 1.649
C -1.11 -1.31 -2.57 0.905
O -1.71 -1.58 -1.55 -0.909
O -1.31 -2.10 -3.49 -0.908
O -0.30 -0.39 -2.59 -0.904
P -1.53 -1.96 1.35 2.598
F -0.89 -2.62 -0.05 -0.554
F -2.27 -0.83 0.38 -0.568
F -2.75 -3.04 1.09 -0.581
F -2.21 -1.38 2.71 -0.580
F -0.63 -3.07 2.18 -0.593
F -0.27 -0.88 1.39 -0.603
O 1.43 2.98 -1.90 -0.772
C 0.65 1.95 -2.09 0.957
O 0.78 1.48 -3.24 -0.754
O -0.03 1.55 -1.19 -0.852
H 1.63 2.88 -2.84 0.492
C -1.15 2.07 2.86 -0.617
C -1.45 1.23 1.64 -0.125
C -2.44 1.75 0.61 -0.082
O -2.63 0.82 -0.51 -0.531
C -3.81 1.33 -1.26 -0.238
N -0.12 1.10 0.96 -0.829
H -0.91 3.09 2.56 0.187
H -0.23 1.85 3.39 0.203
H -2.03 2.20 3.49 0.194
H -1.72 0.25 2.04 0.250
H -1.93 2.61 0.16 0.198
H -3.33 1.94 1.20 0.164
H -4.65 1.33 -0.56 0.144
H -4.07 0.62 -2.05 0.227
H -3.79 2.36 -1.60 0.159
H 0.42 0.82 1.76 0.334
H 0.29 2.02 0.91 0.364
C 2.49 1.23 -0.19 -0.608
C 2.02 -0.21 -0.50 -0.124
C 3.07 -1.31 -0.15 -0.064
O 2.56 -2.60 -0.44 -0.537
C 3.52 -3.67 -0.39 -0.233
N 0.87 -0.56 0.13 -0.937
H 3.01 1.16 0.77 0.156
H 1.75 1.90 0.25 0.221
H 3.15 1.68 -0.93 0.230
H 1.67 -0.30 -1.53 0.292
H 3.30 -1.29 0.92 0.132
H 3.97 -1.03 -0.69 0.159
H 3.08 -4.66 -0.56 0.197
H 3.99 -3.77 0.58 0.142
H 4.38 -3.45 -1.03 0.157
H 1.08 -0.54 1.11 0.359
H 0.81 -1.55 -0.03 0.432

***

58
Properties=species:S:1:pos:R:3:nbo_charge:R:1 method="wB97M-V/def2-TZVPD" total_charge=0 lumo_ev=-0.314 energy_ev=-145089.2668 gap_ev=9.8249 max_force_ev_per_a=7.64 smiles="CC[C@H](Br)[SiH2]S(=O)(=O)C(F)(F)C(F)(F)F.C[N+](=O)[O-].C[N+](=O)[O-].C[N+](=O)[O-].C[N+](=O)[O-].C[N+](=O)[O-]" e_homo_ev=-10.1390
C -2.04 3.59 -2.08 -0.634
C -1.45 2.09 -2.20 -0.455
C 0.15 2.22 -2.12 -0.682
Br 0.80 2.66 -3.98 0.012
Si 1.05 0.62 -1.61 0.906
S 0.33 -0.30 0.23 1.592
O 1.47 -1.15 0.75 -0.899
O -0.83 -1.25 0.02 -0.891
C -0.07 0.90 1.61 0.399
F -0.19 0.16 2.81 -0.304
F -1.31 1.49 1.28 -0.302
C 1.08 1.99 1.88 0.924
F 1.06 2.32 3.25 -0.316
F 0.82 3.14 1.15 -0.309
F 2.36 1.55 1.61 -0.287
H -1.32 4.29 -1.54 0.220
H -2.24 4.06 -3.09 0.219
H -3.01 3.62 -1.48 0.221
H -1.77 1.72 -3.23 0.239
H -1.91 1.41 -1.42 0.227
H 0.46 3.09 -1.46 0.259
H 0.99 -0.41 -2.65 -0.045
H 2.49 0.94 -1.40 -0.116
C -4.18 -1.62 -0.77 -0.485
N -4.66 -0.73 -1.86 0.534
O -4.47 0.47 -1.73 -0.383
O -5.21 -1.27 -2.80 -0.374
H -3.71 -1.01 0.00 0.236
H -5.04 -2.15 -0.37 0.231
H -3.46 -2.31 -1.20 0.241
C 1.66 6.77 0.06 -0.484
N 0.61 6.03 -0.68 0.534
O -0.52 6.07 -0.24 -0.362
O 0.97 5.43 -1.68 -0.383
H 1.20 7.26 0.92 0.234
H 2.41 6.05 0.38 0.237
H 2.09 7.51 -0.62 0.240
C -0.54 0.73 5.44 -0.488
N -0.81 0.99 6.88 0.530
O -0.53 0.11 7.67 -0.373
O -1.29 2.08 7.16 -0.380
H -0.11 -0.27 5.34 0.233
H -1.48 0.80 4.91 0.235
H 0.17 1.48 5.10 0.240
C 1.38 -4.35 -1.57 -0.488
N 0.92 -3.46 -2.67 0.547
O 1.13 -2.26 -2.55 -0.411
O 0.37 -3.99 -3.61 -0.363
H 1.85 -3.74 -0.80 0.253
H 0.50 -4.86 -1.18 0.233
H 2.09 -5.06 -2.00 0.234
C 2.86 -8.23 -0.45 -0.485
N 3.43 -6.88 -0.68 0.529
O 4.09 -6.72 -1.69 -0.368
O 3.19 -6.03 0.15 -0.380
H 3.15 -8.88 -1.27 0.235
H 3.26 -8.60 0.49 0.240
H 1.78 -8.13 -0.41 0.236

***

35
Properties=species:S:1:pos:R:3:nbo_charge:R:1 method="wB97M-V/def2-TZVPD" total_charge=+1 lumo_ev=-2.553 energy_ev=-13712.4987 gap_ev=8.3971 max_force_ev_per_a=4.04 e_homo_ev=-10.9499
C -1.85 -0.07 -0.48 0.072
C -0.96 -0.54 0.63 -0.123
C -3.35 0.11 -0.57 -0.653
C -1.24 0.49 -1.77 -0.657
C -1.45 -0.67 2.04 -0.667
C 1.85 -1.40 -0.69 -0.687
C 1.68 -0.69 1.79 -0.689
C 2.37 1.28 -1.36 -0.420
C 1.44 2.10 0.84 -0.418
C 1.60 -0.35 0.39 0.535
N 1.71 0.93 -0.04 -0.386
N -1.66 -1.52 -0.27 -0.580
H -3.79 1.10 -0.94 0.250
H -3.76 -0.13 0.46 0.223
H -3.80 -0.63 -1.39 0.227
H -0.23 0.21 -2.12 0.215
H -1.14 1.65 -1.69 0.239
H -1.94 0.55 -2.68 0.241
H -1.46 0.39 2.45 0.240
H -0.87 -1.43 2.56 0.215
H -2.48 -1.12 2.12 0.189
H 1.86 -2.39 -0.24 0.244
H 2.82 -1.16 -1.12 0.240
H 1.01 -1.38 -1.54 0.241
H 0.94 -1.36 2.08 0.254
H 2.70 -1.17 1.78 0.246
H 1.76 0.20 2.46 0.243
H 2.49 2.38 -1.29 0.233
H 3.27 0.66 -1.32 0.213
H 1.83 1.11 -2.34 0.227
H 0.94 2.86 0.24 0.227
H 0.82 1.79 1.74 0.231
H 2.44 2.39 1.11 0.218
H -2.43 -2.08 0.14 0.408
H -1.17 -2.10 -0.97 0.406

***

42
Properties=species:S:1:pos:R:3:nbo_charge:R:1 method="wB97M-V/def2-TZVPD" total_charge=+2 lumo_ev="-6.810 / -11.502" energy_ev=-81306.2990 multiplicity=5 gap_ev="8.4529 / 4.4350" max_force_ev_per_a=9.87 e_homo_ev="-15.2627 / -15.9373"
C 0.00 -0.04 -6.29 -0.749
C 0.01 0.58 -4.93 0.646
H 0.00 0.77 -7.03 0.292
H -0.90 -0.64 -6.42 0.282
H 0.89 -0.66 -6.42 0.282
O 0.02 1.75 -4.67 -0.420
I -0.01 -0.90 -3.09 -0.079
Co 0.00 0.28 -0.56 0.940
P 2.24 -0.09 -0.29 0.808
C 3.31 1.03 0.73 -0.914
C 2.62 -1.75 0.43 -0.922
H 3.71 -1.86 0.48 0.266
H 4.15 -0.16 -1.83 0.264
H 2.19 -2.50 -0.25 0.252
H 2.65 -0.94 -2.53 0.254
H 3.16 0.83 1.80 0.254
H 2.15 -1.83 1.43 0.246
C 3.05 -0.09 -1.96 -0.933
H 4.36 0.82 0.45 0.264
H 2.74 0.84 -2.47 0.247
H 3.07 2.09 0.50 0.256
P -2.24 -0.04 -0.29 0.808
C -3.29 1.10 0.73 -0.914
C -3.05 -0.03 -1.95 -0.933
H -2.24 -2.45 -0.25 0.252
H -3.75 -1.79 0.49 0.266
H -2.18 -1.79 1.44 0.246
C -2.65 -1.70 0.44 -0.922
H -2.67 -0.89 -2.53 0.254
H -4.16 -0.08 -1.82 0.264
H -4.34 0.90 0.45 0.264
H -3.03 2.14 0.50 0.256
H -2.72 0.88 -2.46 0.247
H -3.14 0.90 1.80 0.254
C 0.02 2.01 -0.83 0.414
O 0.03 3.08 -0.34 -0.344
B 0.00 -0.10 4.27 -0.402
C 0.00 0.37 2.80 0.288
N 0.01 0.68 1.66 -0.491
H 0.99 -0.83 4.41 0.296
H -0.99 -0.83 4.41 0.268
H 0.00 0.89 5.08 0.096

***

43
Properties=species:S:1:pos:R:3:nbo_charge:R:1 method="wB97M-V/def2-TZVPD" total_charge=+1 lumo_ev=-4.371 energy_ev=-35593.8742 gap_ev=6.3007 max_force_ev_per_a=4.31 e_homo_ev=-10.6714
C 3.38 -1.91 0.20 -0.621
C 2.94 -0.40 0.52 -0.442
C 1.46 -0.23 1.10 0.245
F 0.97 -1.43 1.70 -0.374
C 0.42 0.41 0.03 -0.564
B 0.78 1.94 -0.38 1.176
N 0.10 2.75 -1.42 -1.149
O 1.87 2.58 0.37 -0.963
C -1.00 0.63 0.81 0.830
O -1.20 1.15 1.92 -0.556
O -2.10 0.19 -0.01 -0.522
C -1.69 -0.99 -0.77 0.077
C -1.97 -2.22 0.21 -0.461
C -3.46 -2.18 0.87 -0.413
C -4.62 -2.58 -0.16 -0.523
S -5.16 -1.15 -1.25 -0.069
C -0.15 -0.60 -1.08 -0.019
N 0.73 -1.68 -1.63 -0.845
H 3.16 -2.09 -0.90 0.230
H 2.97 -2.69 0.91 0.234
H 4.53 -1.96 0.30 0.208
H 3.66 -0.02 1.35 0.207
H 3.17 0.23 -0.40 0.210
H 1.51 0.55 1.95 0.184
H -0.63 3.37 -1.05 0.413
H -0.22 2.20 -2.22 0.407
H 1.50 3.24 1.00 0.467
H -2.28 -1.26 -1.71 0.225
H -1.26 -2.28 1.11 0.238
H -1.88 -3.25 -0.30 0.211
H -3.44 -3.01 1.67 0.219
H -3.65 -1.22 1.45 0.237
H -5.54 -2.88 0.46 0.238
H -4.33 -3.49 -0.77 0.227
H -4.62 -1.49 -2.49 0.127
H -0.30 0.06 -2.02 0.173
H 0.89 -1.44 -2.62 0.369
H 0.24 -2.59 -1.61 0.379
N 3.05 5.15 0.97 -0.867
H 3.51 6.05 0.79 0.460
H 3.28 4.48 0.23 0.485
H 3.36 4.78 1.88 0.462
H 2.03 5.29 0.99 0.453

***

42
Properties=species:S:1:pos:R:3:mulliken_charge:R:1 method="wB97M-V/def2-TZVPD" total_charge=+2 lumo_ev="-7.874 / -10.141" energy_ev=-64516.5918 multiplicity=8 gap_ev="7.3659 / 5.1013" max_force_ev_per_a=6.37 e_homo_ev="-15.2398 / -15.2418"
C 0.00 -0.07 -7.10 -0.813
C 0.01 0.63 -5.76 0.416
H 0.00 0.72 -7.88 0.307
H -0.89 -0.71 -7.20 0.306
H 0.88 -0.72 -7.21 0.305
O 0.02 1.83 -5.60 -0.360
I -0.01 -0.54 -3.86 -0.106
Gd 0.00 -0.46 0.53 0.675
P 2.68 -0.05 0.51 0.693
C 3.59 1.23 1.40 -1.106
C 3.22 -1.68 1.23 -1.147
H 4.31 -1.81 1.13 0.423
H 4.34 -0.30 -1.29 0.403
H 2.71 -2.50 0.68 0.380
H 2.71 -0.92 -1.75 0.286
H 3.31 1.21 2.46 0.348
H 2.96 -1.70 2.30 0.376
C 3.25 -0.11 -1.23 -1.029
H 4.68 1.13 1.35 0.404
H 3.02 0.86 -1.69 0.344
H 3.33 2.21 0.98 0.380
P -2.68 0.00 0.52 0.692
C -3.56 1.30 1.40 -1.106
C -3.26 -0.05 -1.22 -1.029
H -2.75 -2.45 0.69 0.380
H -4.34 -1.73 1.14 0.423
H -2.99 -1.65 2.31 0.375
C -3.25 -1.62 1.23 -1.147
H -2.73 -0.87 -1.75 0.286
H -4.35 -0.23 -1.28 0.403
H -4.66 1.22 1.35 0.404
H -3.29 2.28 0.99 0.380
H -3.01 0.92 -1.69 0.344
H -3.28 1.27 2.46 0.349
C 0.02 1.82 1.24 0.441
O 0.03 2.80 1.86 -0.161
B 0.00 -0.11 5.32 0.110
C 0.00 -0.43 3.85 -0.025
N -0.01 -0.70 2.70 -0.473
H -1.02 0.57 5.49 -0.050
H 1.02 0.57 5.49 -0.050
H 0.00 -1.17 5.93 -0.033

***

44
Properties=species:S:1:pos:R:3:nbo_charge:R:1 method="wB97M-V/def2-TZVPD" total_charge=+2 lumo_ev="-10.281 / -10.226" energy_ev=-82244.7309 multiplicity=7 gap_ev="6.0227 / 6.0917" max_force_ev_per_a=7.04 e_homo_ev="-16.3041 / -16.3176"
C -3.30 -1.54 -0.28 -0.824
C -2.69 -0.26 0.00 0.858
H -4.37 -1.46 -0.61 0.359
H -3.22 -2.19 0.62 0.344
H -2.72 -2.06 -1.07 0.330
O -2.94 0.89 0.10 -0.250
Cl -0.38 -3.59 0.12 -0.542
Eu 0.47 -1.14 -0.01 1.602
P -0.60 -0.13 2.49 0.813
C -0.78 1.41 3.44 -0.932
C -1.69 -1.30 3.38 -0.932
H -1.46 -1.29 4.45 0.268
H 0.82 -0.96 4.26 0.279
H -1.55 -2.31 2.95 0.258
H 1.39 -1.64 2.69 0.231
H -1.71 1.89 3.12 0.259
H -2.73 -0.98 3.20 0.239
C 1.01 -0.73 3.21 -0.911
H -0.79 1.21 4.52 0.275
H 1.76 0.07 3.11 0.280
H 0.06 2.06 3.17 0.286
P -0.37 -0.18 -2.60 0.768
C -0.31 1.39 -3.52 -0.927
C 1.29 -0.86 -3.12 -0.912
H -1.35 -2.28 -3.32 0.252
H -1.11 -1.17 -4.72 0.271
H -2.46 -0.91 -3.56 0.242
C -1.42 -1.24 -3.67 -0.927
H 1.63 -1.73 -2.51 0.223
H 1.19 -1.17 -4.17 0.279
H -0.21 1.23 -4.60 0.273
H 0.55 1.97 -3.14 0.285
H 2.03 -0.05 -3.02 0.287
H -1.23 1.96 -3.31 0.258
C -0.21 1.85 -0.09 0.487
O -0.63 2.92 -0.15 -0.461
C 4.37 1.64 0.60 -0.882
S 2.67 1.52 0.05 2.366
O 1.78 2.03 1.12 -0.970
O 2.52 2.14 -1.26 -0.932
O 2.49 0.00 -0.01 -1.078
H 4.86 2.56 0.25 0.280
H 4.92 0.78 0.22 0.264
H 4.44 1.62 1.70 0.263